5 unconnected molecules or ions with the total composition C39H55N4O17PS in a non-equilibrium geometry. Source: the Open Molecules 2025 dataset; level of theory: the ωB97M-V functional and the def2-TZVPD basis.

Structure (ORCA input):
```
! wB97M-V def2-TZVPD RIJCOSX def2/J DEFGRID3
* xyz 0 1
C 2.339 1.030 3.224
C 2.697 -0.310 2.632
O 2.558 -1.303 3.271
N 3.227 -0.402 1.293
C 4.300 0.580 1.041
C 2.249 -0.459 0.280
C 2.675 -0.684 -1.033
C 1.795 -0.756 -2.109
C 2.409 -0.940 -3.478
C 2.513 0.376 -4.251
C 3.622 1.292 -3.666
C 3.105 2.716 -3.582
S 4.303 3.771 -2.721
C 3.238 5.010 -2.102
N 2.683 4.917 -0.937
N 1.920 6.069 -0.783
C 2.084 6.752 -1.862
O 2.903 6.150 -2.745
C 0.407 -0.645 -1.873
C -0.006 -0.413 -0.556
C 0.889 -0.310 0.498
C -1.446 -0.250 -0.244
O -1.819 0.274 0.777
C -2.415 -0.775 -1.238
C -3.724 -0.984 -0.838
C -4.652 -1.476 -1.743
C -4.234 -1.771 -3.038
C -2.922 -1.567 -3.457
P -2.414 -2.055 -5.181
N -3.763 -2.934 -5.778
O -2.539 -0.667 -6.032
C -1.995 -1.045 -2.538
C -0.601 -0.772 -2.951
O -0.335 -0.680 -4.121
H 2.870 1.867 2.788
H 2.584 0.985 4.279
H 1.264 1.159 3.157
H 5.129 0.075 0.553
H 4.692 0.951 1.979
H 3.985 1.396 0.394
H 3.729 -0.807 -1.217
H 3.412 -1.334 -3.347
H 1.822 -1.645 -4.057
H 1.581 0.922 -4.224
H 2.756 0.142 -5.281
H 3.905 0.942 -2.680
H 4.459 1.285 -4.361
H 2.192 2.705 -2.988
H 2.831 3.094 -4.561
H 1.604 7.696 -2.029
H 0.488 -0.123 1.479
H -4.046 -0.761 0.165
H -5.678 -1.636 -1.461
H -4.954 -2.175 -3.732
H -3.869 -3.796 -5.257
H -4.647 -2.429 -5.785
H -3.137 -0.035 -5.615
C 0.723 -4.335 -7.925
C -0.712 -4.747 -7.682
O -0.921 -6.133 -8.009
C -0.550 -7.002 -7.074
O -0.093 -6.738 -5.992
O -0.792 -8.232 -7.535
C -0.414 -9.279 -6.639
H 1.020 -4.574 -8.948
H 0.838 -3.263 -7.764
H 1.399 -4.861 -7.251
H -1.381 -4.188 -8.333
H -1.012 -4.553 -6.654
H -0.860 -9.131 -5.657
H 0.670 -9.329 -6.552
H -0.787 -10.203 -7.072
C -3.507 -2.771 2.662
C -4.634 -1.871 3.120
O -5.911 -2.511 2.974
C -6.239 -3.359 3.948
O -5.585 -3.604 4.927
O -7.434 -3.876 3.659
C -7.906 -4.831 4.613
H -3.688 -3.121 1.644
H -2.560 -2.232 2.685
H -3.419 -3.648 3.303
H -4.685 -0.979 2.497
H -4.493 -1.547 4.150
H -7.889 -4.417 5.619
H -7.302 -5.736 4.572
H -8.929 -5.063 4.333
C 1.090 -1.183 9.857
C 2.216 -2.185 10.000
O 2.137 -3.209 8.999
C 2.629 -2.876 7.804
O 3.144 -1.826 7.519
O 2.469 -3.916 6.990
C 2.928 -3.695 5.650
H 0.126 -1.692 9.855
H 1.110 -0.471 10.682
H 1.178 -0.631 8.922
H 2.141 -2.707 10.952
H 3.190 -1.699 9.960
H 3.958 -3.348 5.644
H 2.290 -2.976 5.143
H 2.867 -4.653 5.141
C -1.068 11.883 2.459
C 0.261 12.203 1.809
O 1.302 11.342 2.290
C 1.353 10.137 1.723
O 0.634 9.737 0.842
O 2.355 9.461 2.278
C 2.499 8.121 1.791
H -0.975 11.907 3.545
H -1.823 12.608 2.155
H -1.410 10.888 2.176
H 0.578 13.212 2.068
H 0.199 12.141 0.723
H 2.549 8.104 0.709
H 1.673 7.502 2.133
H 3.430 7.738 2.200
*
```

Structure (SMILES): CC(=O)N(C)c1cc(CCCCSc2nnco2)c2c(c1)C(=O)c1cccc(P(N)O)c1C2=O.CCOC(=O)OC.CCOC(=O)OC.CCOC(=O)OC.CCOC(=O)OC
HOMO energy (hartree): -0.3140

=====

A molecular structure, C39H56BFeN6O6P2S2 in a non-equilibrium geometry. Source: the Open Molecules 2025 dataset; level of theory: the ωB97M-V functional and the def2-TZVPD basis.

Structure (ORCA input):
```
! wB97M-V def2-TZVPD RIJCOSX def2/J DEFGRID3
* xyz -2 6
Fe 1.092 1.560 1.628
O 3.248 2.866 0.292
C 2.240 3.003 -0.409
O 1.047 2.696 -0.008
C 2.437 3.519 -1.779
C 3.569 4.328 -1.989
C 4.018 4.732 -3.249
C 3.355 4.200 -4.334
C 2.217 3.429 -4.161
C 1.749 3.084 -2.890
P 0.233 2.088 -2.641
C -0.853 3.534 -2.562
C -1.661 3.643 -1.432
C -2.637 4.619 -1.389
C -2.818 5.453 -2.476
C -1.957 5.419 -3.553
C -0.932 4.481 -3.574
C -0.127 1.553 -4.387
C 0.797 0.735 -5.011
C 0.567 0.077 -6.195
C -0.658 0.218 -6.858
C -1.601 1.059 -6.262
C -1.347 1.729 -5.095
H 4.233 4.571 -1.175
H 4.852 5.374 -3.352
H 3.667 4.448 -5.354
H 1.768 2.969 -5.016
H -1.621 2.945 -0.598
H -3.248 4.633 -0.552
H -3.621 6.176 -2.430
H -1.980 6.111 -4.410
H -0.201 4.478 -4.399
H 1.738 0.581 -4.498
H 1.316 -0.543 -6.624
H -0.878 -0.357 -7.721
H -2.591 1.187 -6.739
H -2.098 2.332 -4.596
O 0.174 0.419 4.695
S 1.034 1.464 5.223
O 2.238 0.980 5.860
O 0.264 2.497 5.929
S 2.044 2.334 3.496
B 4.696 -4.588 -2.445
C 3.315 -4.206 -3.139
N 2.357 -3.949 -3.720
H 4.520 -5.068 -1.330
H 5.191 -5.413 -3.135
H 5.441 -3.639 -2.399
C 4.921 -2.039 0.776
N 3.747 -1.270 1.090
C 3.320 -1.388 2.463
C 3.040 -0.565 0.235
C 3.553 -0.443 -1.136
O 1.939 -0.004 0.555
H 4.746 -3.073 1.003
H 5.728 -1.615 1.453
H 5.184 -1.959 -0.339
H 4.191 -1.046 3.066
H 3.179 -2.425 2.676
H 2.419 -0.763 2.605
H 3.751 -1.415 -1.573
H 4.467 0.103 -1.147
H 2.864 0.142 -1.770
N -0.620 0.984 1.837
P -1.207 -0.453 1.948
N -1.957 -0.891 0.491
C -2.008 0.136 -0.530
C -2.815 -0.286 -1.735
C -4.237 -0.721 -1.387
C -4.269 -1.312 0.068
C -2.950 -1.963 0.441
N -2.337 -0.543 3.209
C -3.045 -1.732 3.655
C -3.109 -1.729 5.186
C -3.525 -0.401 5.859
C -3.720 0.716 4.826
C -2.673 0.738 3.792
N -0.363 -1.934 2.154
C 0.274 -2.699 1.049
C -0.038 -4.200 1.254
C 0.511 -4.661 2.599
C -0.120 -3.824 3.717
C 0.139 -2.350 3.444
H -1.022 0.458 -0.847
H -2.428 1.051 -0.107
H -2.279 -1.102 -2.292
H -2.819 0.577 -2.424
H -4.671 -1.472 -2.093
H -4.945 0.101 -1.385
H -5.166 -1.954 0.141
H -4.474 -0.500 0.752
H -2.668 -2.785 -0.263
H -3.070 -2.397 1.434
H -2.461 -2.632 3.399
H -4.092 -1.864 3.218
H -2.091 -1.866 5.514
H -3.800 -2.493 5.580
H -2.756 -0.056 6.532
H -4.448 -0.467 6.420
H -3.825 1.677 5.282
H -4.661 0.523 4.340
H -1.698 1.162 4.142
H -3.028 1.471 3.065
H 1.393 -2.606 1.218
H 0.102 -2.253 0.076
H 0.398 -4.789 0.449
H -1.109 -4.373 1.232
H 1.610 -4.562 2.623
H 0.273 -5.722 2.707
H 0.342 -4.098 4.714
H -1.187 -4.008 3.745
H 1.227 -2.202 3.544
H -0.212 -1.690 4.212
*
```

HOMO energy (spin up / spin down) (hartree): -0.1229 / -0.1277

=====

The records above give, respectively, ΔE to the lowest compared entry with this formula, charge and spin values of 0.0 7.4 kJ/mol.